{
  "formula": "C48H108F2N7O4S2",
  "method": "ωB97M-V with the def2-TZVPD basis set",
  "symbols": ["C", "C", "C", "N", "C", "C", "C", "C", "C", "H", "H", "H", "H", "H", "H", "H", "H", "H", "H", "H", "H", "H", "H", "H", "H", "H", "H", "C", "C", "C", "N", "C", "C", "C", "C", "C", "H", "H", "H", "H", "H", "H", "H", "H", "H", "H", "H", "H", "H", "H", "H", "H", "H", "H", "C", "C", "C", "N", "C", "C", "C", "C", "C", "H", "H", "H", "H", "H", "H", "H", "H", "H", "H", "H", "H", "H", "H", "H", "H", "H", "H", "C", "C", "C", "N", "C", "C", "C", "C", "C", "H", "H", "H", "H", "H", "H", "H", "H", "H", "H", "H", "H", "H", "H", "H", "H", "H", "H", "C", "C", "C", "N", "C", "C", "C", "C", "C", "H", "H", "H", "H", "H", "H", "H", "H", "H", "H", "H", "H", "H", "H", "H", "H", "H", "H", "C", "C", "C", "N", "C", "C", "C", "C", "C", "H", "H", "H", "H", "H", "H", "H", "H", "H", "H", "H", "H", "H", "H", "H", "H", "H", "H", "N", "S", "O", "O", "F", "S", "O", "O", "F"],
  "xyz": [[-1.93, -2.44, -15.44], [-1.39, -2.38, -14.02], [-2.48, -2.62, -12.92], [-2.03, -2.90, -11.45], [-1.43, -4.33, -11.39], [-1.06, -1.79, -11.03], [-1.36, -1.38, -9.60], [-2.47, -2.38, -9.10], [-3.16, -2.81, -10.42], [-2.62, -1.61, -15.57], [-2.47, -3.37, -15.58], [-1.19, -2.27, -16.23], [-1.02, -1.37, -13.88], [-0.58, -3.11, -13.97], [-3.13, -3.46, -13.17], [-3.12, -1.76, -12.72], [-1.26, -4.56, -10.34], [-0.53, -4.24, -12.01], [-2.10, -5.02, -11.90], [-0.05, -2.17, -11.16], [-1.29, -0.91, -11.62], [-0.49, -1.53, -8.95], [-1.69, -0.35, -9.54], [-1.95, -3.23, -8.66], [-3.20, -2.02, -8.37], [-3.78, -3.69, -10.31], [-3.84, -1.99, -10.66], [6.49, 5.18, 6.88], [5.51, 4.17, 7.46], [4.76, 3.49, 6.28], [3.74, 2.41, 6.80], [2.57, 3.24, 7.35], [4.29, 1.38, 7.83], [3.33, 0.20, 7.65], [2.63, 0.32, 6.27], [3.36, 1.53, 5.63], [7.13, 4.61, 6.20], [7.07, 5.63, 7.69], [6.00, 5.95, 6.29], [4.88, 4.67, 8.21], [6.07, 3.37, 7.93], [5.39, 2.84, 5.68], [4.17, 4.11, 5.60], [2.01, 3.83, 6.63], [2.95, 3.84, 8.18], [1.87, 2.55, 7.82], [4.31, 1.85, 8.81], [5.26, 1.06, 7.46], [2.67, 0.31, 8.51], [3.73, -0.80, 7.84], [1.56, 0.52, 6.30], [2.64, -0.59, 5.68], [2.76, 2.06, 4.89], [4.28, 1.09, 5.24], [0.70, 9.76, -5.86], [1.97, 8.88, -5.68], [2.53, 8.48, -7.05], [3.75, 7.58, -6.84], [4.94, 8.27, -6.06], [4.33, 7.10, -8.20], [3.47, 5.94, -8.69], [2.92, 5.38, -7.47], [3.48, 6.19, -6.26], [-0.17, 9.23, -6.27], [0.84, 10.67, -6.44], [0.31, 9.90, -4.85], [1.69, 8.06, -5.02], [2.71, 9.42, -5.09], [2.88, 9.37, -7.58], [1.90, 7.95, -7.76], [4.73, 8.49, -5.01], [5.14, 9.21, -6.58], [5.84, 7.66, -6.03], [5.34, 6.73, -8.01], [4.54, 7.91, -8.91], [4.13, 5.23, -9.19], [2.78, 6.22, -9.49], [3.23, 4.34, -7.46], [1.83, 5.39, -7.43], [4.50, 5.84, -6.09], [2.93, 6.15, -5.32], [7.30, 4.00, -0.18], [7.69, 2.66, -0.97], [6.85, 1.43, -0.52], [7.09, 0.13, -1.32], [6.56, 0.39, -2.77], [8.58, -0.32, -1.32], [8.48, -1.80, -1.70], [7.26, -2.28, -1.05], [6.30, -1.05, -0.76], [7.50, 4.89, -0.78], [7.93, 4.01, 0.70], [6.29, 4.04, 0.22], [8.76, 2.52, -0.82], [7.58, 2.90, -2.03], [5.79, 1.69, -0.54], [7.16, 1.16, 0.49], [6.61, -0.56, -3.31], [7.12, 1.21, -3.22], [5.52, 0.67, -2.64], [9.11, 0.25, -2.09], [8.96, -0.09, -0.32], [8.51, -1.87, -2.79], [9.28, -2.34, -1.20], [6.63, -2.90, -1.69], [7.41, -3.02, -0.26], [5.33, -1.08, -1.24], [6.18, -0.92, 0.32], [-1.73, -7.89, 3.29], [-2.84, -8.22, 4.31], [-4.03, -9.08, 3.78], [-5.03, -9.69, 4.82], [-4.23, -10.71, 5.65], [-6.25, -10.30, 4.12], [-7.36, -10.34, 5.15], [-7.27, -9.04, 5.85], [-5.82, -8.55, 5.61], [-0.99, -7.45, 3.95], [-2.03, -7.24, 2.47], [-1.22, -8.76, 2.88], [-3.32, -7.35, 4.75], [-2.36, -8.79, 5.10], [-3.66, -9.99, 3.31], [-4.63, -8.59, 3.01], [-5.02, -11.27, 6.17], [-3.49, -10.18, 6.23], [-3.85, -11.43, 4.92], [-5.94, -11.29, 3.80], [-6.47, -9.67, 3.26], [-7.18, -11.17, 5.83], [-8.34, -10.35, 4.68], [-7.58, -9.21, 6.88], [-7.96, -8.36, 5.34], [-5.19, -8.26, 6.45], [-5.72, -7.74, 4.89], [-8.68, 1.17, 11.76], [-8.73, 0.65, 10.25], [-7.37, 0.79, 9.54], [-7.20, 0.26, 8.09], [-7.47, -1.24, 7.97], [-8.20, 0.95, 7.21], [-7.59, 2.42, 7.13], [-6.14, 2.14, 7.07], [-5.85, 0.73, 7.44], [-7.85, 0.73, 12.31], [-9.63, 0.95, 12.24], [-8.51, 2.24, 11.69], [-9.49, 1.27, 9.78], [-9.14, -0.36, 10.25], [-6.72, 0.08, 10.04], [-6.88, 1.76, 9.58], [-8.40, -1.41, 8.50], [-6.67, -1.79, 8.47], [-7.55, -1.50, 6.91], [-8.30, 0.50, 6.21], [-9.22, 0.83, 7.58], [-7.98, 2.86, 6.21], [-7.88, 3.07, 7.96], [-5.75, 2.42, 6.09], [-5.65, 2.84, 7.74], [-5.70, 0.19, 6.50], [-5.01, 0.54, 8.11], [0.19, 0.99, -1.38], [-0.90, 2.22, -1.11], [-1.73, 2.23, 0.08], [-1.37, 3.01, -2.20], [0.26, 3.19, -0.74], [-0.86, -0.06, -1.08], [-2.07, -0.12, -1.86], [-1.02, -0.45, 0.31], [-0.24, -1.37, -1.81]],
  "total_charge": 5,
  "lumo_energy_ev": -7.1,
  "largest_force_ev_per_a": 8.7,
  "homo_ev": -14.716
}